# C6H10O

C6H10O as an isolated structure at a distorted geometry (wB97M-V/def2-TZVPD, the OMol25 dataset).

Atoms and positions in Å:
C (-2.009, -0.455, 1.172)
C (-1.766, 0.808, 0.345)
C (-0.780, -0.275, 0.382)
C (0.622, -0.361, 0.542)
C (1.299, -0.305, -0.857)
C (2.334, 0.654, -0.296)
O (1.376, 0.885, 0.743)
H (-1.935, -0.392, 2.259)
H (-2.796, -1.123, 0.830)
H (-2.402, 0.939, -0.529)
H (-1.516, 1.739, 0.851)
H (-0.477, -1.691, -0.973)
H (0.987, -1.164, 1.190)
H (0.265, -1.808, -1.294)
H (0.671, 0.133, -1.636)
H (3.260, 0.205, 0.087)
H (2.558, 1.575, -0.845)

Summary:
- ΔE to the lowest compared entry with this formula, charge and spin (kcal/mol) = 169.2
- 2S+1 = 1
- orbital gap (alpha / beta) (eV) = 8.146 / 8.132
- LUMO level (alpha / beta) (eV) = -0.118 / 0.061
- max |F| (eV Å⁻¹) = 1.8